# 1
Formula: C6H11N2O5
Source: OMol25
Level of theory: wB97M-V/def2-TZVPD

```
! RIJCOSX wB97M-V def2-TZVPD def2/J DEFGRID3
* xyz -1 3
C 0.479 0.899 1.722
C 1.015 0.634 0.256
C -0.808 -0.292 -0.302
C 1.316 1.804 -0.754
C -1.216 0.129 -1.679
C -1.082 -2.584 0.398
N -1.495 0.193 0.705
N 2.050 -0.250 0.243
O -2.362 1.136 0.437
O 2.306 -0.946 1.252
O 2.724 -0.315 -0.776
O -0.812 0.349 1.856
O -0.267 -1.594 -0.281
H 1.033 0.417 2.515
H 0.421 1.977 1.726
H 1.307 2.885 -0.307
H 0.722 1.980 -1.667
H 2.332 1.749 -1.216
H -2.154 -0.180 -1.867
H -0.522 -0.383 -2.388
H -1.165 1.180 -1.809
H -1.222 -3.508 -0.169
H -2.089 -2.259 0.807
H -0.511 -3.021 1.295
*
```

largest force on an atom: 6.94 eV/Å
orbital gap (spin up / spin down): 4.798 / 7.294 eV
HOMO level (spin up / spin down): -1.19 / -4.59 eV
LUMO (spin up / spin down): 3.6 / 2.7 eV


# 2
Formula: C6H11N2S
Source: OMol25
Level of theory: wB97M-V/def2-TZVPD

```
! RIJCOSX wB97M-V def2-TZVPD def2/J DEFGRID3
* xyz 1 1
C -1.354 0.553 0.759
C 0.679 -0.944 3.010
C -1.021 1.417 -1.561
C -1.073 -1.083 -0.859
C 0.846 0.498 -0.312
C -0.655 0.412 -0.450
N 0.037 -0.449 2.191
N 1.332 -1.693 3.813
S -2.478 0.798 1.735
H -1.888 2.168 -1.216
H -0.215 2.057 -1.631
H -1.426 0.893 -2.403
H -2.081 -1.328 -0.536
H -0.278 -1.769 -0.469
H -1.046 -0.983 -1.925
H 1.247 -0.438 0.073
H 1.054 1.221 0.441
H 1.378 0.778 -1.160
H 2.320 -2.037 3.782
H 0.934 -1.682 4.774
*
```

largest force on an atom: 5.42 eV/Å
orbital gap: 9.536 eV
energy above the lowest of the compared OMol25 structures with the same formula, charge and spin: 390.0 kJ/mol
HOMO level: -14.11 eV
LUMO: -4.6 eV


# 3
Formula: C6H11N3
Source: OMol25
Level of theory: wB97M-V/def2-TZVPD

```
! RIJCOSX wB97M-V def2-TZVPD def2/J DEFGRID3
* xyz 0 1
C -1.114 -0.667 -2.377
C -0.834 -1.767 -1.542
C 0.336 0.934 -1.287
C 0.017 -2.712 0.429
C 1.688 1.991 0.383
C -0.745 1.780 0.637
N -0.551 0.496 -2.065
N -0.268 -1.605 -0.414
N 0.427 1.724 -0.181
H -1.639 -0.716 -3.342
H -1.372 -2.582 -1.858
H -0.323 -2.203 1.282
H -0.362 -3.721 0.176
H 1.063 -2.829 0.544
H 2.189 1.227 0.931
H 2.414 2.200 -0.432
H 1.586 2.954 0.941
H -0.529 2.001 1.787
H -1.386 2.517 0.191
H -1.378 0.880 0.412
*
```

largest force on an atom: 3.91 eV/Å
orbital gap (spin up / spin down): 7.933 / 7.934 eV
energy above the lowest of the compared OMol25 structures with the same formula, charge and spin: 412.5 kJ/mol
HOMO level (spin up / spin down): -7.29 / -7.29 eV
LUMO (spin up / spin down): 0.6 / 0.6 eV


# 4
Formula: C6H11N3
Source: OMol25
Level of theory: wB97M-V/def2-TZVPD

```
! RIJCOSX wB97M-V def2-TZVPD def2/J DEFGRID3
* xyz 0 1
C -1.997 1.195 0.490
C -1.666 -1.110 -0.524
C 1.771 -0.414 -0.316
C 0.274 0.235 0.741
C -1.012 0.162 -0.033
N 2.844 0.415 -0.307
C 0.310 0.682 -0.614
N 1.843 -1.667 -0.456
N 0.521 0.179 1.997
H 2.716 1.406 -0.437
H 3.724 0.027 -0.613
H 0.960 -2.149 -0.315
H 1.524 0.268 2.175
H 0.495 0.700 -1.682
H -2.508 0.811 1.377
H -1.491 2.121 0.774
H -0.970 -1.765 -1.048
H -2.131 -1.658 0.300
H -2.459 -0.862 -1.237
H -2.747 1.425 -0.272
*
```

largest force on an atom: 3.64 eV/Å
orbital gap: 8.944 eV
energy above the lowest of the compared OMol25 structures with the same formula, charge and spin: 515.8 kJ/mol
HOMO level: -8.27 eV
LUMO: 0.7 eV